This record from the Open Molecules 2025 dataset describes a structure of composition C41H43FN2OP2SSiZr. The level of theory is the ωB97M-V functional and the def2-TZVPD basis.

Geometry as XYZ:
```
93
Properties=species:S:1:pos:R:3:forces:R:3:lowdin_charge:R:1
Zr 0.24762 -0.30203 -0.74713 0.311 -0.294 -0.379 1.498
C 1.16210 -4.88346 -1.31583 0.044 0.009 0.028 -0.134
Si 1.79370 -3.13659 -1.36475 0.085 0.020 -0.024 0.441
C 2.28118 -2.60252 0.36954 0.006 -0.021 -0.040 -0.154
C 3.22413 -2.91261 -2.54766 0.005 -0.040 0.030 -0.142
N 0.47877 -2.01583 -1.81671 0.029 0.131 0.071 -0.242
C -0.31393 -2.24444 -2.94340 -0.249 0.124 -0.113 -0.323
C -0.04661 -3.08828 -4.02214 -0.009 -0.017 0.046 -0.013
C -0.93408 -3.16178 -5.08757 -0.023 -0.010 -0.032 -0.046
C -2.09697 -2.40418 -5.12044 0.012 -0.022 -0.008 -0.050
C -2.39010 -1.54030 -4.07069 -0.082 0.014 0.049 0.009
C -1.48709 -1.51443 -3.04818 0.101 -0.019 -0.001 -0.221
F -1.68892 -0.63082 -1.94655 -0.102 0.056 0.062 -0.137
H 2.00894 -5.57149 -1.24592 -0.005 0.010 -0.006 0.054
H 0.58583 -5.15821 -2.19900 0.003 -0.007 0.000 0.038
H 0.53599 -5.04406 -0.43789 -0.003 0.000 -0.015 0.018
H 2.81565 -3.44136 0.82580 -0.036 0.006 0.024 0.062
H 1.41614 -2.42699 1.02113 0.013 0.007 0.029 0.006
H 2.94958 -1.74338 0.41142 0.004 -0.005 -0.011 0.023
H 4.17611 -3.10788 -2.04735 -0.018 -0.004 0.006 0.047
H 3.25196 -1.89491 -2.94387 0.014 -0.010 -0.009 0.020
H 3.16968 -3.59387 -3.39849 -0.021 0.013 -0.001 0.041
H 0.85926 -3.67916 -4.03779 0.001 0.009 0.002 0.101
H -0.70777 -3.82139 -5.91430 0.004 0.000 0.008 0.120
H -2.77224 -2.47382 -5.96108 0.001 0.003 0.006 0.119
H -3.27658 -0.92108 -4.05677 0.016 0.004 -0.002 0.133
O 2.21398 0.24081 -0.83283 -0.042 0.049 0.180 -0.352
N 2.89985 0.63083 -1.92101 0.035 0.056 -0.098 -0.163
C 4.24977 0.60445 -1.85975 0.007 -0.047 0.086 0.004
C 4.97983 1.00935 -2.93827 0.003 0.008 -0.027 -0.011
C 4.30436 1.44616 -4.08384 -0.048 0.009 -0.021 -0.008
C 2.92940 1.47152 -4.10993 0.096 0.015 -0.033 -0.039
C 2.19732 1.05689 -2.99334 0.019 -0.040 0.087 -0.584
S 0.48653 1.10685 -2.87317 -0.094 0.010 0.007 0.806
H 4.65860 0.24382 -0.92793 0.005 0.005 -0.010 0.151
H 6.05803 0.98431 -2.89251 -0.002 -0.008 0.016 0.128
H 4.86550 1.76742 -4.95089 -0.009 -0.002 0.001 0.131
H 2.38517 1.81047 -4.97944 -0.006 -0.003 0.006 0.126
C 1.16114 2.30894 2.00925 0.012 0.001 -0.035 -0.268
C 0.57324 2.92736 0.73146 -0.026 0.039 0.033 -0.341
P -0.96324 2.21290 0.02533 0.115 -0.264 -0.113 0.975
C -1.36285 3.27469 -1.38919 -0.080 -0.035 0.008 -0.419
C -2.47811 2.91379 -2.14574 0.001 0.013 -0.005 -0.115
C -2.84219 3.65953 -3.25436 0.010 -0.003 0.012 -0.058
C -2.08963 4.76865 -3.61961 -0.003 -0.010 0.008 -0.055
C -0.98101 5.13071 -2.86983 -0.002 0.014 -0.014 -0.057
C -0.61519 4.38742 -1.75550 0.016 0.012 0.001 -0.093
C -2.32671 2.44659 1.18507 0.017 0.039 0.014 -0.408
C -3.43564 1.60974 1.10026 -0.008 0.019 0.011 -0.125
C -4.49042 1.75986 1.98740 -0.009 -0.019 -0.017 -0.057
C -4.43619 2.74309 2.96512 0.028 0.021 0.003 -0.053
C -3.33772 3.59048 3.04251 -0.033 -0.009 0.005 -0.054
C -2.28653 3.44742 2.15166 0.019 -0.004 -0.030 -0.088
C 1.10776 0.78228 2.15694 0.051 -0.031 0.062 -0.352
P -0.49242 0.25933 2.98027 0.045 -0.068 0.083 1.112
C -0.71041 -1.42358 2.27461 -0.050 0.083 -0.008 -0.373
C -1.38444 -1.49503 1.04156 0.032 -0.047 -0.084 -0.240
C -1.71075 -2.72484 0.46104 0.034 0.061 -0.017 -0.071
C -1.37732 -3.89591 1.11681 0.017 -0.036 0.038 -0.061
C -0.72745 -3.83443 2.34538 -0.010 -0.007 -0.031 -0.027
C -0.39307 -2.61418 2.91925 0.009 -0.015 0.003 -0.062
C 0.05281 -0.05925 4.68782 0.029 0.025 -0.037 -0.395
C 1.27454 -0.63188 5.04909 -0.003 -0.001 -0.005 -0.114
C 1.58009 -0.84682 6.38240 0.004 -0.001 0.003 -0.062
C 0.66833 -0.49353 7.37113 -0.014 0.006 -0.015 -0.055
C -0.54739 0.07461 7.02433 0.020 -0.018 0.023 -0.060
C -0.85227 0.29340 5.68784 -0.011 0.029 -0.034 -0.097
H 0.65546 2.73746 2.87830 -0.014 -0.008 0.007 0.104
H 2.19733 2.64423 2.07494 0.003 -0.002 0.001 0.119
H 1.29280 2.83731 -0.08925 0.018 -0.004 0.002 0.076
H 0.43525 3.99847 0.89242 -0.031 0.006 -0.022 0.090
H -3.07359 2.05254 -1.86128 -0.012 0.006 -0.011 0.098
H -3.71452 3.38111 -3.83054 0.003 0.000 0.001 0.114
H -2.37376 5.35340 -4.48415 0.005 0.002 0.005 0.116
H -0.40044 6.00065 -3.14706 -0.002 -0.005 0.004 0.115
H 0.25312 4.69197 -1.18678 -0.001 0.000 -0.005 0.098
H -3.48630 0.83856 0.33778 -0.013 0.002 0.009 0.092
H -5.35350 1.11121 1.91707 0.006 0.001 -0.001 0.115
H -5.25612 2.85717 3.66152 0.003 0.001 -0.002 0.116
H -3.30423 4.36759 3.79453 0.001 -0.005 -0.003 0.116
H -1.43804 4.11777 2.21723 -0.010 0.001 0.010 0.106
H 1.94907 0.44782 2.76635 -0.025 0.023 0.065 0.080
H 1.35033 0.25025 1.21625 -0.135 0.133 0.083 0.008
H -1.85007 -0.58865 0.64238 -0.049 0.059 0.084 0.044
H -2.25774 -2.75938 -0.47285 -0.005 -0.004 0.001 0.117
H -1.65392 -4.85205 0.69312 0.001 0.002 0.009 0.121
H -0.48832 -4.75037 2.87081 -0.007 -0.002 -0.003 0.125
H 0.08991 -2.59021 3.88739 -0.013 -0.013 -0.018 0.107
H 1.99421 -0.92653 4.29285 0.001 0.003 0.016 0.101
H 2.52860 -1.29029 6.65507 -0.002 0.000 -0.005 0.113
H 0.91092 -0.66114 8.41200 -0.002 0.005 -0.003 0.116
H -1.25593 0.35385 7.79246 0.002 -0.001 -0.005 0.114
H -1.79817 0.74795 5.41565 0.004 -0.002 0.008 0.098
```
Forces are in eV/Å.

Output
Frontier orbital gap (hartree): 0.27083
Total energy (Eh): -3289.83861
Spin multiplicity: 1
Highest occupied orbital energy (eV): -13.3
Net charge: +2
LUMO (eV): -5.954



This record from the Open Molecules 2025 dataset describes a structure of composition C41H44BN5O8PS2Y. The level of theory is the ωB97M-V functional and the def2-TZVPD basis.

Geometry as XYZ:
```
103
Properties=species:S:1:pos:R:3:forces:R:3:lowdin_charge:R:1
Y -1.27093 0.17846 0.86234 -0.604 -0.260 0.105 1.165
C -1.28074 4.63153 2.14372 -0.027 0.006 -0.023 -0.142
C -2.04580 3.33141 2.06360 0.129 -0.132 0.206 -0.824
S -1.69771 2.13438 3.21840 0.034 0.189 -0.144 0.607
C -2.95820 3.14973 1.01439 -0.119 -0.105 -0.131 -0.835
C -3.14252 4.26549 0.01617 0.025 0.016 0.028 -0.140
S -3.79524 1.69943 0.72045 0.100 0.041 0.053 0.572
H -0.60243 4.61197 2.99215 0.003 -0.001 0.003 0.051
H -1.95232 5.48983 2.24700 0.011 -0.001 -0.005 0.067
H -0.69301 4.78441 1.23312 -0.013 -0.005 0.011 0.081
H -3.27668 5.23766 0.49699 0.006 0.006 -0.005 0.064
H -3.99757 4.05972 -0.62262 -0.012 -0.004 -0.003 0.052
H -2.25144 4.32994 -0.61788 -0.006 0.002 0.010 0.079
N -0.42226 -2.25238 1.22086 -0.068 -0.089 0.098 -0.025
C -1.46078 -3.08191 1.83916 -0.005 0.129 -0.085 -0.263
C -2.02811 -2.36053 3.05313 0.062 0.108 -0.017 -0.252
N -2.55721 -1.05722 2.64727 -0.055 -0.153 -0.057 -0.070
H -0.15507 -2.61555 0.31248 -0.030 0.027 -0.012 0.062
H 0.39850 -2.20744 1.81326 0.037 -0.017 -0.022 0.062
H -1.09544 -4.07109 2.13691 0.001 -0.047 0.034 0.105
H -2.25153 -3.20423 1.09696 0.023 -0.025 -0.006 0.086
H -1.22809 -2.18202 3.77579 -0.006 0.008 0.005 0.104
H -2.78113 -2.99710 3.53161 -0.036 -0.038 0.022 0.102
H -2.78919 -0.44619 3.41911 0.010 0.008 0.014 0.044
H -3.36307 -1.14971 2.03464 -0.046 -0.046 0.009 0.044
N -2.69857 -1.18322 -0.34034 0.106 0.183 0.025 -0.355
P -2.67373 -1.66625 -1.78919 0.075 -0.015 -0.144 0.699
C -2.24181 -0.46736 -3.11030 -0.066 0.044 0.030 -0.270
C -1.63286 -0.79007 -4.32306 -0.035 0.020 0.019 -0.088
C -1.36804 0.19628 -5.26464 0.035 -0.030 0.020 -0.080
C -1.72113 1.51366 -5.00753 0.028 0.007 0.048 -0.089
C -2.33478 1.84271 -3.80616 -0.009 -0.012 0.025 -0.076
C -2.59513 0.85929 -2.86117 0.088 -0.020 -0.044 -0.088
C -4.29681 -2.28581 -2.39907 -0.038 -0.010 0.015 -0.280
C -4.51103 -2.71829 -3.70617 -0.066 -0.005 0.032 -0.086
C -5.76662 -3.15679 -4.10362 0.045 0.012 -0.002 -0.099
C -6.82160 -3.15996 -3.19762 0.010 0.003 0.031 -0.115
C -6.61715 -2.72138 -1.89644 0.056 0.015 -0.014 -0.098
C -5.35678 -2.28529 -1.50024 -0.038 -0.010 -0.049 -0.083
C -1.56614 -3.09677 -2.13318 -0.007 -0.009 0.058 -0.272
C -2.04280 -4.40564 -2.14028 0.026 -0.041 -0.034 -0.090
C -1.16424 -5.47965 -2.22482 0.030 0.025 0.004 -0.103
C 0.20445 -5.25606 -2.30264 -0.050 0.006 0.013 -0.104
C 0.69213 -3.95490 -2.28494 -0.030 0.032 -0.012 -0.072
C -0.18624 -2.88368 -2.19207 -0.023 -0.030 -0.054 -0.096
H -1.33833 -1.81041 -4.53558 0.063 -0.025 0.040 0.102
H -0.84589 -0.06005 -6.17866 -0.004 0.002 0.013 0.107
H -1.48332 2.28695 -5.72804 -0.001 -0.001 -0.002 0.102
H -2.58672 2.87403 -3.58709 0.006 -0.016 -0.005 0.105
H -3.04510 1.12143 -1.90908 -0.027 -0.003 0.001 0.051
H -3.69161 -2.70456 -4.41665 -0.029 -0.007 0.002 0.102
H -5.92607 -3.48870 -5.12314 0.003 0.001 0.011 0.093
H -7.80343 -3.49624 -3.51062 0.005 0.000 0.002 0.089
H -7.44023 -2.71080 -1.19111 0.006 0.000 -0.009 0.092
H -5.16540 -1.91893 -0.49712 0.007 -0.006 -0.006 0.088
H -3.11007 -4.58989 -2.08284 0.028 -0.003 0.006 0.098
H -1.55182 -6.49200 -2.23295 0.008 -0.002 0.001 0.091
H 0.88954 -6.09246 -2.37640 -0.006 0.002 -0.003 0.091
H 1.75652 -3.76485 -2.35183 -0.016 -0.006 -0.002 0.108
H 0.20061 -1.87255 -2.14279 -0.006 0.020 -0.036 0.083
O -0.56235 1.95439 -0.50219 0.240 -0.050 -0.122 -0.111
C 0.18158 1.18208 -1.18398 -0.028 0.090 0.075 -0.584
O 0.32856 -0.03287 -0.85766 0.046 0.150 -0.078 -0.117
C 0.84775 1.70665 -2.41396 -0.025 -0.009 -0.093 -0.121
C 0.77378 3.07173 -2.70523 -0.040 0.027 0.068 0.030
C 1.32598 3.49863 -3.90488 0.027 -0.132 -0.003 -0.157
C 1.91569 2.64963 -4.82139 -0.025 0.007 0.056 0.064
C 1.97290 1.27940 -4.51324 0.028 -0.071 -0.058 -0.176
C 1.44788 0.82227 -3.28654 -0.031 0.056 -0.013 0.064
N 2.50286 0.38409 -5.42497 -0.011 -0.140 -0.204 -0.420
O 2.50400 -0.86207 -5.13470 0.053 0.299 -0.081 -0.119
O 2.93942 0.82994 -6.54436 -0.075 -0.125 0.293 -0.127
N 1.25213 4.92698 -4.23341 -0.081 0.449 -0.122 -0.346
O 1.72213 5.31111 -5.29961 -0.211 -0.117 0.510 0.039
O 0.71190 5.67731 -3.42685 0.275 -0.265 -0.405 0.039
H 0.29105 3.75427 -2.02531 0.001 0.002 -0.012 0.113
H 2.31305 3.00355 -5.75662 0.017 0.008 -0.022 0.110
H 1.49335 -0.22989 -3.06051 0.006 -0.032 -0.017 0.106
C 5.90385 1.27984 7.07005 -0.012 0.002 -0.002 -0.059
C 6.00066 1.00339 5.56299 0.000 0.012 -0.010 -0.566
C 6.42309 2.30057 4.87139 0.000 0.001 -0.004 -0.078
C 7.09425 -0.04443 5.31161 -0.011 -0.003 -0.012 -0.058
C 4.65590 0.48635 5.04223 0.009 -0.029 0.030 -0.187
C 4.12226 -0.68864 5.57589 -0.017 -0.008 -0.006 -0.061
C 2.90376 -1.21819 5.14644 -0.004 0.002 -0.002 0.004
C 2.22722 -0.53621 4.15967 -0.066 0.017 0.018 -0.236
O 1.03888 -0.82031 3.55827 0.065 -0.094 0.037 0.039
B 0.77595 0.21100 2.56703 0.272 0.124 0.147 -0.417
O 1.89632 1.09855 2.66948 0.092 0.079 0.025 0.090
C 2.74240 0.63163 3.61951 -0.095 -0.041 -0.026 -0.219
C 3.94518 1.15855 4.04141 0.013 0.074 -0.055 0.062
H 6.85759 1.65894 7.45054 -0.015 -0.006 -0.005 0.077
H 5.65127 0.37554 7.62594 0.001 0.013 -0.008 0.071
H 5.13001 2.02382 7.27092 0.014 -0.012 0.006 0.089
H 7.38476 2.63121 5.27163 -0.002 0.000 0.000 0.078
H 5.69582 3.09768 5.03870 0.019 -0.011 -0.008 0.086
H 6.53650 2.16095 3.79454 0.002 0.011 0.023 0.086
H 8.06045 0.31559 5.67908 -0.017 -0.005 -0.007 0.077
H 7.18489 -0.24980 4.24297 0.006 -0.005 0.020 0.090
H 6.86776 -0.98531 5.81529 0.000 0.008 -0.006 0.072
H 4.66627 -1.21795 6.35024 -0.006 0.007 -0.010 0.096
H 2.50522 -2.13172 5.57076 0.008 0.017 -0.005 0.110
H 4.30627 2.07134 3.58721 -0.012 -0.036 0.016 0.114
```
Forces are in eV/Å.

Output
Frontier orbital gap (alpha / beta) (hartree): 0.20884 / 0.15331
Energy relative to the best compared isomer or geometry (same formula, charge and spin) (kcal per mole): 0.0
Total energy (Eh): -3665.52993
Spin multiplicity: 1
Highest occupied orbital energy (alpha / beta) (eV): -2.1 / -0.7
Net charge: -2
LUMO (alpha / beta) (eV): 3.588 / 3.501